# 1
{
  "formula": "C3H10N",
  "method": "ωB97M-V/def2-TZVPD",
  "symbols": ["C", "C", "C", "N", "H", "H", "H", "H", "H", "H", "H", "H", "H", "H"],
  "positions_angstrom": [[-0.148297, 0.727534, 0.645018], [0.176869, -0.540663, -0.229427], [1.533066, -0.638452, -0.831679], [-1.570459, 0.835840, 0.680953], [0.400622, 1.531493, 0.152096], [0.339542, 0.575573, 1.603271], [0.057034, -1.367393, 0.481708], [-0.743728, -0.506399, -0.889055], [1.948176, -1.558636, -1.243229], [2.242784, -0.532019, -0.000129], [1.779579, 0.108340, -1.586276], [-2.257112, 1.139892, 1.361312], [-1.628611, -0.427360, 0.026467], [-2.129471, 0.652247, -0.171034]],
  "forces_ev_per_a": [[2.943, 0.093, -1.005], [-1.224, -0.092, 1.807], [1.662, 0.379, -0.436], [-1.887, -3.741, -2.374], [-0.632, 0.541, 0.139], [-0.642, 0.159, 0.384], [-0.209, -0.196, -0.271], [0.607, -0.589, -0.937], [-1.138, -0.485, -0.102], [-0.171, 0.493, 0.051], [-0.266, 0.269, 0.192], [0.625, -0.300, 0.828], [0.027, 0.973, 2.532], [0.304, 2.496, -0.809]],
  "homo_ev": -16.5,
  "total_charge": 1,
  "gap_ev": 11.480,
  "e_above_lowest_kcal_mol": 98.2,
  "multiplicity": 1
}

# 2
{
  "formula": "C4H14NO2",
  "method": "ωB97M-V/def2-TZVPD",
  "symbols": ["C", "C", "C", "C", "O", "N", "H", "H", "H", "H", "H", "H", "H", "H", "H", "H", "H", "H", "H", "H", "O"],
  "positions_angstrom": [[1.756753, 1.751860, 0.401208], [0.834102, 0.617096, -0.065095], [1.399337, -0.767759, 0.163639], [0.436954, -1.933835, -0.101525], [-0.553669, -1.580862, -1.067649], [-0.556566, 0.738225, 0.558702], [1.278860, 2.482049, 1.041974], [2.619209, 1.333858, 0.884501], [2.097387, 2.291322, -0.486599], [0.628504, 0.707958, -1.128289], [1.742155, -0.890387, 1.193641], [2.261937, -0.883319, -0.493168], [-0.087667, -2.250642, 0.799538], [1.026698, -2.770114, -0.472771], [-0.427895, -2.153759, -1.829428], [-1.284053, 0.333231, -0.056080], [-0.777178, 1.717748, 0.821138], [-0.534662, 0.177800, 1.459052], [-4.159462, -0.102184, 0.068464], [-4.064518, 0.630962, -1.281118], [-3.636227, 0.550751, -0.410137]],
  "forces_ev_per_a": [[-0.237, -0.082, -0.856], [-0.767, 0.351, -0.195], [-0.181, -0.613, 0.307], [0.099, 0.229, -0.195], [0.064, -0.136, -0.280], [0.822, -0.443, 0.238], [-0.051, -0.073, 0.191], [0.428, -0.051, 0.451], [0.093, 0.046, 0.094], [0.110, 0.117, -0.006], [0.133, 0.215, 0.033], [0.164, 0.158, -0.066], [0.072, 0.115, 0.156], [-0.004, -0.214, 0.102], [-0.191, 0.122, -0.083], [-0.102, 0.155, 0.098], [-0.234, -0.067, -0.168], [-0.374, 0.161, 0.152], [0.028, -0.031, 0.042], [0.224, -0.055, 0.446], [-0.094, 0.096, -0.461]],
  "homo_ev": [-2.8, -10.7],
  "gap_ev": [3.678, 11.244],
  "e_above_lowest_kcal_mol": 32.0,
  "multiplicity": 2
}